Molecular formula: CH2F3N2
Method: DFT, wB97M-V/def2-TZVPD

Geometry (Å):
C -0.515529 1.313729 0.389394
N 0.538154 0.653172 0.671581
N -2.435240 1.519186 1.646677
F -0.514212 1.974711 -0.671154
F -2.758227 2.768683 1.563639
F -1.859912 1.290701 2.782171
H 0.625734 0.120513 1.483886
H 1.367237 0.682107 0.161992

Cartesian forces, eV/Å:
C -0.909 -0.192 1.143
N -1.338 0.357 0.452
N 0.681 -1.650 -2.514
F -0.316 0.856 -1.120
F 0.362 0.651 0.628
F 0.160 0.657 1.348
H -0.312 -0.988 1.752
H 1.673 0.308 -1.689

The calculation puts the total energy at -447.87305 a.u. The value obtained for the frontier orbital gap (alpha / beta) is 8.6 / 10.1 eV. The calculation puts the largest force on an atom at 3.08 eV Å⁻¹. The energy above the lowest of the compared OMol25 structures with the same formula, charge and spin comes out at 48.9 kcal per mole. Its total charge is +1. The spin multiplicity is 1.